ORCA calculation (ωB97M-V/def2-TZVPD) on 13 unconnected molecules or ions with the total composition C46H92Cl6O20S10 in a non-equilibrium geometry.

Calculated values
DFT total energy (eV): -273626.5382
HOMO energy (eV): -10.14
LUMO level (eV): 0.1
Kohn-Sham gap (hartree): 0.3769
Max |F| (eV Å⁻¹): 3.55

Last column: Löwdin charge in e.
CARTESIAN COORDINATES (ANGSTROEM)
C -16.295 0.662 14.673  -0.214
C -16.603 1.527 15.890  -0.231
C -15.278 1.659 16.629  -0.239
S -14.012 1.885 15.350  0.733
O -12.984 0.851 15.551  -0.342
O -13.755 3.307 15.108  -0.362
C -15.045 1.243 14.023  -0.222
H -17.115 0.616 13.963  0.115
H -16.039 -0.296 15.076  0.111
H -17.395 1.030 16.562  0.117
H -16.965 2.523 15.564  0.089
H -15.040 0.695 17.089  0.106
H -15.376 2.449 17.342  0.050
H -14.470 0.485 13.556  0.086
H -15.263 2.061 13.328  0.106
C -19.392 9.035 13.329  -0.202
C -20.385 10.239 13.204  -0.182
C -19.554 11.456 12.717  -0.211
S -18.065 10.830 11.970  0.706
O -17.001 11.076 12.931  -0.336
O -18.024 11.184 10.573  -0.314
C -18.457 9.093 12.116  -0.209
H -19.774 8.036 13.437  0.082
H -18.790 9.286 14.212  0.102
H -20.777 10.387 14.253  0.091
H -21.180 9.990 12.456  0.125
H -19.248 12.089 13.578  0.088
H -20.063 12.021 11.924  0.110
H -17.545 8.590 12.217  0.081
H -18.920 8.812 11.171  0.111
C -25.558 1.429 15.222  -0.232
C -27.038 1.218 15.678  -0.220
C -27.638 2.581 15.967  -0.225
S -26.220 3.705 16.183  0.667
O -26.323 4.495 17.368  -0.312
O -26.012 4.396 14.929  -0.328
C -24.954 2.440 16.116  -0.254
H -25.577 1.828 14.205  0.121
H -25.170 0.412 15.275  0.113
H -27.000 0.579 16.590  0.128
H -27.673 0.763 14.914  0.115
H -28.431 2.441 16.737  0.118
H -28.153 2.950 15.041  0.114
H -24.707 2.152 17.152  0.117
H -24.058 2.917 15.697  0.094
C -23.323 7.877 14.206  -0.188
C -23.567 6.935 15.460  -0.189
C -24.791 7.415 16.264  -0.237
S -25.035 9.111 15.851  0.701
O -24.964 9.909 17.063  -0.348
O -26.179 9.317 14.979  -0.320
C -23.508 9.259 14.736  -0.210
H -24.083 7.624 13.493  0.114
H -22.314 7.767 13.811  0.094
H -22.738 6.950 16.207  0.084
H -23.658 5.913 15.106  0.095
H -24.708 7.329 17.389  0.117
H -25.704 6.904 15.957  0.086
H -22.655 9.652 15.215  0.051
H -23.762 10.025 14.013  0.101
C -20.705 -0.641 15.756  -0.205
C -21.548 0.575 16.040  -0.189
C -21.656 0.675 17.584  -0.246
S -22.158 -0.941 17.949  0.682
O -23.533 -1.216 17.496  -0.335
O -21.806 -1.304 19.313  -0.344
C -21.023 -1.725 16.778  -0.212
H -19.642 -0.418 15.898  0.101
H -20.782 -1.119 14.812  0.102
H -22.537 0.496 15.664  0.089
H -21.196 1.558 15.750  0.092
H -22.408 1.398 17.849  0.094
H -20.706 0.881 18.070  0.077
H -21.641 -2.532 16.288  0.125
H -20.179 -2.082 17.320  0.070
C -14.444 12.084 14.101  -0.238
C -15.430 12.849 14.919  -0.221
C -15.651 12.014 16.164  -0.195
S -15.323 10.241 15.727  0.672
O -16.592 9.553 15.625  -0.350
O -14.411 9.764 16.716  -0.323
C -14.551 10.572 14.141  -0.214
H -13.421 12.462 14.253  0.125
H -14.603 12.251 13.029  0.117
H -16.325 12.816 14.365  0.072
H -15.180 13.929 15.095  0.142
H -16.669 12.080 16.602  0.101
H -15.024 12.304 16.995  0.095
H -15.185 10.147 13.365  0.084
H -13.645 10.077 14.265  0.080
C -19.555 6.677 16.353  -0.172
C -19.898 5.746 15.108  -0.223
C -19.720 4.361 15.660  -0.277
S -20.640 4.266 17.159  0.651
O -20.155 3.430 18.215  -0.321
O -22.045 4.117 16.753  -0.333
C -20.251 6.001 17.608  -0.218
H -20.058 7.674 16.081  0.125
H -18.437 6.809 16.396  0.080
H -19.238 5.951 14.271  0.071
H -20.927 6.019 14.794  0.102
H -18.662 4.217 15.940  0.043
H -20.049 3.499 15.034  0.118
H -19.745 5.902 18.562  0.063
H -21.231 6.430 17.749  0.010
C -21.494 4.558 22.033  -0.199
C -22.523 3.944 21.116  -0.177
C -23.634 5.066 21.042  -0.203
S -23.834 5.707 22.715  0.680
O -24.709 4.801 23.395  -0.326
O -24.039 7.151 22.773  -0.336
C -22.145 5.255 23.309  -0.159
H -20.949 5.296 21.560  0.067
H -20.741 3.820 22.386  0.118
H -23.029 3.147 21.587  0.101
H -22.137 3.680 20.174  0.081
H -24.576 4.690 20.618  0.112
H -23.296 5.892 20.412  0.079
H -22.319 4.571 24.118  0.086
H -21.783 6.215 23.634  0.086
C -18.132 -1.323 21.753  -0.165
C -18.465 0.191 21.974  -0.209
C -19.076 0.801 20.723  -0.170
S -18.006 0.014 19.426  0.724
O -16.947 0.960 19.133  -0.322
O -18.699 -0.507 18.236  -0.353
C -17.442 -1.393 20.373  -0.200
H -19.062 -1.823 21.706  0.099
H -17.543 -1.694 22.607  0.124
H -17.593 0.688 22.342  0.111
H -19.259 0.219 22.688  0.106
H -19.001 1.840 20.523  0.089
H -20.046 0.427 20.634  0.073
H -16.398 -1.183 20.432  0.096
H -17.754 -2.225 19.775  0.096
C -22.100 13.925 18.469  -0.197
C -23.040 14.563 17.394  -0.194
C -22.817 13.824 16.078  -0.203
S -21.158 13.087 16.159  0.734
O -20.300 13.574 15.078  -0.350
O -21.300 11.594 16.286  -0.369
C -20.703 13.732 17.795  -0.203
H -22.516 12.984 18.941  0.115
H -21.855 14.564 19.324  0.111
H -22.788 15.627 17.405  0.118
H -24.058 14.383 17.728  0.115
H -23.001 14.400 15.182  0.106
H -23.415 12.924 16.083  0.093
H -20.197 14.671 17.698  0.100
H -20.140 12.905 18.209  0.065
Cl -18.232 7.303 20.667  0.574
C -17.686 8.027 19.148  -0.693
C -18.507 9.120 18.524  -0.740
Cl -18.398 10.642 19.307  0.625
H -17.714 7.233 18.364  0.007
H -16.676 8.441 19.203  0.081
H -19.593 8.850 18.507  0.009
H -18.096 9.259 17.526  0.046
Cl -16.434 5.433 14.301  0.660
C -15.581 6.293 15.520  -0.691
C -15.280 5.524 16.769  -0.504
Cl -16.738 4.810 17.756  0.578
H -16.245 7.106 15.708  0.011
H -14.553 6.580 15.122  0.121
H -14.729 6.168 17.528  0.102
H -14.560 4.705 16.531  0.044
Cl -24.837 10.938 20.988  0.536
C -23.941 9.499 20.334  -0.649
C -22.833 10.030 19.468  -0.616
Cl -22.078 8.509 18.911  0.669
H -24.710 8.998 19.772  0.057
H -23.563 8.960 21.146  0.018
H -22.118 10.704 19.998  0.093
H -23.203 10.402 18.507  0.032